30
Properties=species:S:1:pos:R:3:mulliken_charge:R:1 method="wB97M-V/def2-TZVPD" max_force_ha_per_bohr=0.115 charge=+2 orbital_gap_ev=8.599 homo_ev=-16.200 e_above_lowest_kcal_mol=0.00
C 1.027 1.101 -1.118 -0.01
C -0.283 -0.705 -0.388 0.60
C 0.708 -1.859 1.523 0.69
C -0.886 -2.921 3.235 -0.71
C -0.363 -3.952 2.285 -0.36
C -1.355 -0.789 -1.201 -0.64
C 0.500 -2.711 2.695 -0.39
C 0.018 3.278 -1.866 0.97
C 1.254 4.111 -1.803 -1.37
N 0.028 2.013 -1.570 0.03
N 0.860 -0.024 -0.562 -0.39
N -1.125 3.780 -2.306 -0.32
N -0.298 -1.605 0.686 -0.04
O 1.943 -1.552 1.266 -0.44
Cl -1.648 -0.151 -2.771 -0.14
H 2.068 1.362 -1.067 0.31
H -1.794 -2.323 2.989 0.22
H -0.944 -3.136 4.207 0.31
H 0.038 -4.884 2.764 0.29
H -0.884 -3.996 1.293 0.22
H -2.033 -1.483 -0.809 0.46
H 1.361 -2.856 3.323 0.54
H 2.208 3.664 -1.616 0.37
H 1.121 4.948 -1.186 0.42
H 1.340 4.519 -2.772 0.43
H -0.859 1.352 -1.881 -0.22
H 2.240 -1.027 0.489 0.44
H -1.151 4.751 -2.528 0.26
H -1.905 3.062 -2.200 0.27
H -1.186 -1.966 0.888 0.18


36
Properties=species:S:1:pos:R:3:mulliken_charge:R:1 method="wB97M-V/def2-TZVPD" max_force_ha_per_bohr=0.074 orbital_gap_ev=8.782 homo_ev=-9.244
K 1.147 -3.381 0.203 0.94
C -1.995 -1.738 -2.143 0.55
F -3.036 -1.625 -2.953 -0.22
F -1.271 -2.870 -2.486 -0.26
F -1.185 -0.687 -2.323 -0.17
S -2.661 -1.928 -0.329 1.01
O -3.243 -0.615 0.036 -0.64
O -3.652 -3.064 -0.373 -0.65
O -1.387 -2.229 0.361 -0.60
C 0.373 2.288 -1.934 -0.89
C 1.458 2.052 -2.943 -0.55
C 1.746 0.563 -3.195 -0.41
C 1.861 -0.246 -1.989 0.08
N 1.850 -0.902 -1.045 -0.28
H 0.135 3.347 -2.032 0.42
H 0.710 2.202 -0.901 0.09
H -0.623 1.848 -1.998 0.28
H 2.403 2.438 -2.559 0.31
H 1.325 2.582 -3.886 0.34
H 2.719 0.502 -3.684 0.37
H 1.022 0.121 -3.880 0.28
C -0.133 0.867 1.634 0.02
C -1.089 0.551 2.815 -0.76
C -0.610 -0.710 3.463 -0.66
S 1.288 -0.793 3.254 1.06
O 1.548 -2.046 2.586 -0.61
O 1.928 -0.510 4.501 -0.66
C 1.345 0.723 2.174 -0.83
H -0.251 1.885 1.261 0.43
H -0.228 0.214 0.766 -0.14
H -2.030 0.336 2.308 0.31
H -1.388 1.285 3.563 0.35
H -1.028 -1.597 2.987 0.27
H -0.792 -0.870 4.526 0.45
H 2.062 0.479 1.391 0.40
H 1.683 1.531 2.822 0.37


26
Properties=species:S:1:pos:R:3:mulliken_charge:R:1 method="wB97M-V/def2-TZVPD" max_force_ha_per_bohr=0.090 orbital_gap_ev=6.433 homo_ev=-7.834 e_above_lowest_kcal_mol=48.44
C 0.467 2.653 0.031 -1.05
C -0.562 -2.595 -0.432 -0.97
C 0.186 -0.823 2.711 -0.96
C 0.071 1.559 -0.663 0.82
C 0.267 -1.711 -0.862 0.75
C -0.441 -0.034 1.870 0.95
C -0.601 1.625 -2.019 -1.12
C 1.144 -1.944 -2.053 -1.29
C -1.579 0.918 1.952 -1.09
Si 0.382 -0.105 0.178 -0.31
I 3.752 0.307 1.549 -0.46
H 0.863 2.646 0.997 0.40
H 0.413 3.694 -0.388 0.21
H -1.000 -2.626 0.520 0.36
H -0.770 -3.518 -0.926 0.33
H 1.098 -1.279 2.311 0.17
H -0.049 -0.956 3.749 0.32
H 0.192 1.282 -2.750 0.24
H -0.870 2.746 -2.308 0.34
H -1.481 1.054 -2.163 0.31
H 1.979 -2.506 -1.808 0.35
H 1.374 -1.090 -2.585 0.34
H 0.585 -2.659 -2.825 0.33
H -2.345 0.602 1.297 0.30
H -1.161 1.812 1.623 0.36
H -1.914 0.947 2.994 0.37


34
Properties=species:S:1:pos:R:3:mulliken_charge:R:1 method="wB97M-V/def2-TZVPD" max_force_ha_per_bohr=0.338 charge=-1 orbital_gap_ev=5.729 homo_ev=-3.291
Li -0.706 0.928 0.014 0.70
O -0.684 2.657 -0.251 -0.65
C -0.233 2.957 1.087 -0.26
C -0.810 2.179 1.892 -1.16
N -0.855 0.838 1.498 0.12
C -1.918 0.119 1.741 -0.28
C -2.895 0.189 0.876 0.51
O -4.049 0.807 0.935 -0.79
O -2.761 0.307 -0.320 -0.70
C 0.654 -0.242 2.148 -0.27
C 1.388 -0.155 0.766 0.63
O 2.605 -0.726 1.048 -0.72
O 1.048 0.204 -0.588 -0.70
H -1.784 2.610 -0.116 0.40
H 0.606 2.745 0.789 0.45
H -0.680 4.314 1.754 0.18
H -0.550 2.297 2.986 0.38
H -1.991 2.322 2.296 0.41
H -1.674 -0.968 1.277 0.01
H -2.263 -0.118 3.098 0.09
H 1.239 0.756 2.644 0.30
H 0.220 -1.270 2.057 0.36
S -0.410 -3.161 -0.070 -0.28
C 0.465 -2.817 -1.390 0.11
N 0.238 -2.495 -3.104 -0.46
C 1.195 -1.684 -3.304 -0.40
C 2.475 -1.160 -2.304 -0.47
N 1.840 -2.129 -1.413 -0.06
H -0.588 -2.044 -2.551 0.37
H 1.036 -0.540 -4.013 0.17
H 1.735 -2.345 -4.171 0.32
H 2.569 -0.281 -1.668 0.33
H 3.358 -1.511 -2.884 0.27
H 2.177 -2.583 -0.756 0.09


27
Properties=species:S:1:pos:R:3:mulliken_charge:R:1 method="wB97M-V/def2-TZVPD" smiles="C#CCCCC/C(C)=[NH+]/C(N)=S" max_force_ha_per_bohr=0.099 charge=+1 orbital_gap_ev=8.109 homo_ev=-12.862 e_above_lowest_kcal_mol=68.15
C -0.644 0.942 -1.727 0.35
C -1.377 0.089 -1.414 -0.63
C 1.489 2.431 0.145 0.24
C -2.116 -1.104 -0.949 -0.84
C -1.132 -2.230 -0.751 -0.73
C -0.422 -2.293 0.630 -0.67
C 0.778 -1.283 0.620 -0.57
C 0.557 0.175 0.750 0.77
C -0.352 0.710 1.766 -1.83
N 1.433 0.986 0.175 -0.01
N 1.933 2.857 -1.059 -0.37
S 1.129 3.488 1.367 -0.26
H -0.019 1.791 -2.034 0.50
H -2.395 -0.854 0.030 0.34
H -2.872 -1.351 -1.652 0.43
H -1.675 -3.189 -0.849 0.32
H -0.395 -2.021 -1.552 0.40
H -1.122 -1.942 1.451 0.36
H 0.100 -3.316 1.010 0.34
H 1.219 -1.638 1.577 0.30
H 1.208 -1.631 -0.393 0.33
H 0.235 1.191 2.529 0.61
H -1.034 -0.081 2.235 0.28
H -0.924 1.581 1.522 0.46
H 2.151 0.450 -0.452 0.40
H 2.111 2.365 -1.868 0.23
H 2.137 3.879 -1.107 0.23


27
Properties=species:S:1:pos:R:3:mulliken_charge:R:1 method="wB97M-V/def2-TZVPD" smiles=CN(c1ncccn1)C(C)(C)C max_force_ha_per_bohr=0.060 orbital_gap_ev=9.036 homo_ev=-8.164 e_above_lowest_kcal_mol=31.66
C -3.654 0.500 -0.125 -0.80
C -3.221 -0.818 0.018 -0.10
C -2.623 1.450 -0.144 -0.10
C -1.029 -0.221 -0.097 0.61
C 1.368 0.838 1.308 -1.54
C 2.715 -0.435 -0.300 -2.10
C 1.243 1.359 -1.142 -1.90
C 0.383 -2.057 0.223 -1.00
C 1.377 0.298 -0.051 1.99
N -1.979 -1.197 0.102 -0.58
N -1.332 1.135 -0.061 -0.37
N 0.235 -0.665 -0.135 -0.11
H -4.684 0.727 -0.143 0.40
H -3.834 -1.686 0.208 0.42
H -2.762 2.555 0.050 0.34
H 0.571 0.192 1.810 0.25
H 2.368 0.635 1.755 0.41
H 1.055 1.888 1.430 0.30
H 2.516 -0.936 -1.253 0.52
H 3.020 -1.266 0.298 0.54
H 3.620 0.177 -0.292 0.42
H 1.133 0.855 -2.111 0.35
H 0.380 1.935 -1.005 0.45
H 2.143 1.844 -1.167 0.61
H 1.481 -2.329 0.250 0.26
H -0.231 -2.198 1.077 0.40
H -0.262 -2.581 -0.502 0.33


28
Properties=species:S:1:pos:R:3:mulliken_charge:R:1 method="wB97M-V/def2-TZVPD" smiles="CC(C)=[N+]=NC(C)(C)n1cccn1" max_force_ha_per_bohr=0.033 charge=+1 orbital_gap_ev=8.349 homo_ev=-12.814 e_above_lowest_kcal_mol=41.12
C -2.684 1.834 0.590 -0.81
C -2.438 0.511 0.846 -0.12
C -1.740 2.193 -0.390 -0.27
C -0.860 -1.167 -0.185 1.37
C 2.370 0.369 0.041 0.60
C -1.303 -1.689 -1.570 -1.49
C -1.233 -2.163 0.922 -1.82
C 3.085 0.446 1.348 -1.11
C 2.812 1.239 -1.089 -1.18
N 0.572 -1.204 -0.261 -0.53
N 1.339 -0.323 -0.075 0.60
N -1.394 0.144 0.054 0.83
N -0.981 1.170 -0.710 -1.01
H -3.431 2.456 1.037 0.42
H -2.918 -0.162 1.523 0.45
H -1.596 3.144 -0.861 0.47
H -0.894 -1.051 -2.352 0.37
H -2.389 -1.656 -1.631 0.38
H -0.963 -2.709 -1.713 0.42
H -1.034 -1.738 1.905 0.44
H -0.644 -3.069 0.807 0.46
H -2.285 -2.422 0.844 0.42
H 2.619 -0.175 2.109 0.35
H 3.111 1.481 1.690 0.34
H 4.115 0.118 1.207 0.35
H 2.445 2.253 -0.917 0.31
H 2.420 0.893 -2.043 0.35
H 3.899 1.275 -1.125 0.41


32
Properties=species:S:1:pos:R:3:mulliken_charge:R:1 method="wB97M-V/def2-TZVPD" smiles=C[C@H](O)[C@H](O)[C@H]1CNc2nc(N)nc(O)c2N1 max_force_ha_per_bohr=0.014 orbital_gap_ev=7.999 homo_ev=-7.301 e_above_lowest_kcal_mol=0.00
C -3.992 -0.584 -0.162 -1.53
H -3.771 -0.322 -1.193 0.35
H -4.983 -0.207 0.076 0.39
C -2.980 0.055 0.779 0.24
O -2.939 1.440 0.531 -0.60
H -2.196 1.784 1.045 0.40
C -1.562 -0.558 0.687 0.27
O -0.783 0.206 1.582 -0.71
H 0.145 -0.040 1.487 0.40
C -0.971 -0.631 -0.745 -0.24
N 0.295 -1.332 -0.789 -0.33
C 1.424 -0.616 -0.375 0.21
C 2.596 -1.208 0.075 0.53
N 3.679 -0.508 0.393 -0.67
C 3.607 0.814 0.253 0.17
N 2.537 1.496 -0.146 -0.78
C 1.456 0.790 -0.461 0.20
N 0.315 1.452 -0.789 0.00
H 0.408 2.438 -0.970 0.29
C -0.766 0.735 -1.419 -1.08
H -0.554 0.551 -2.482 0.28
H -1.678 1.328 -1.334 0.60
N 4.740 1.527 0.502 -0.41
H 5.453 1.060 1.036 0.26
H 4.620 2.515 0.637 0.25
O 2.659 -2.554 0.232 -0.53
H 3.556 -2.760 0.525 0.37
H 0.281 -2.284 -0.448 0.33
H -1.677 -1.211 -1.350 0.30
H -1.626 -1.600 1.052 0.33
H -3.306 -0.112 1.820 0.35
H -3.985 -1.664 -0.049 0.36